ORCA calculation (ωB97M-V/def2-TZVPD) on C20H15Co2NO9 as an isolated structure.

Structure (XYZ):
```
47
Properties=species:S:1:pos:R:3:forces:R:3
C -3.312513 -0.342006 3.863931 -0.2 -0.3 0.1
C -2.093487 0.540461 3.766103 -0.2 -0.1 -0.4
O -1.003948 -0.245073 3.263926 -0.6 0.6 0.6
C 0.173797 0.471576 3.362733 1.1 0.3 -0.8
N 1.196571 -0.254438 2.856348 -0.9 -0.1 1.2
C 2.421006 0.116193 3.298377 0.5 0.4 -0.1
C 3.265642 -1.076262 3.737328 0.3 -0.3 0.0
O 2.913494 1.239880 3.383192 0.0 -0.3 0.0
O 0.162004 1.593852 3.858787 -0.1 -0.3 0.2
H -4.186935 0.285545 4.057509 0.0 -0.1 0.0
H -3.477366 -0.906709 2.938965 0.0 0.1 0.1
H -3.218116 -1.048562 4.698548 0.0 0.0 -0.2
H -2.276665 1.364832 3.061353 0.1 -0.1 0.3
H -1.856110 0.970768 4.749117 0.1 -0.1 -0.3
H 2.675024 -1.993815 3.797862 0.1 0.2 -0.1
H 4.101575 -1.224784 3.044560 -0.1 0.0 0.0
H 3.693669 -0.851932 4.720064 0.0 0.0 -0.1
O -2.375132 2.252303 0.443706 1.1 -0.1 -1.6
C -1.664016 2.169214 -0.467732 -0.9 -0.2 1.9
Co -0.509230 2.074617 -1.817100 -3.9 -0.1 -3.4
C -1.357199 1.162947 -3.148150 -1.7 0.0 -0.2
O -2.198375 0.700401 -3.799635 1.3 0.3 0.6
C -0.837733 3.719634 -2.419579 -0.2 1.7 -0.3
O -1.137294 4.774178 -2.778448 0.3 -0.9 0.3
C 1.258548 1.799723 -1.794142 3.3 1.0 2.3
C 0.584021 0.921817 -0.975913 2.1 -0.8 -0.8
C 0.549785 -0.155929 -0.159453 -0.4 -1.4 0.3
C 0.092440 -1.444251 -0.620455 -1.2 0.7 0.2
C -0.387034 -2.396931 0.312572 0.0 -0.2 -0.2
C -0.888939 -3.617308 -0.116302 0.4 0.4 -0.3
C -0.888896 -3.925829 -1.489881 -0.1 -0.2 -0.3
C -0.409140 -3.004209 -2.431883 0.0 0.2 0.6
C 0.078835 -1.770286 -1.996010 0.0 -0.2 -0.2
Co 1.205681 1.556944 -3.783862 -0.4 -0.3 -0.2
C 1.041615 3.123913 -4.548563 0.2 1.8 -0.5
O 0.943132 4.127048 -5.113817 0.0 -0.7 0.2
C 2.921869 1.192088 -3.975339 -0.1 -0.4 0.9
O 4.039550 0.939366 -4.093061 -0.5 0.3 -0.2
C 0.570758 0.521118 -5.078107 -0.4 -1.3 -0.1
O 0.204988 -0.114329 -5.972269 0.3 0.6 0.4
H 2.093689 2.416957 -1.462047 -0.2 0.0 -0.1
H 0.750235 -0.077311 0.908610 1.2 0.0 -0.3
H -0.366852 -2.103366 1.359840 -0.1 -0.2 -0.1
H -1.286905 -4.326250 0.608469 0.1 0.1 -0.1
H -1.270479 -4.889853 -1.834030 0.1 0.2 0.1
H -0.411020 -3.226403 -3.505197 0.0 0.0 0.4
H 0.475456 -1.039526 -2.710921 -0.1 -0.3 0.3
```
Forces are in eV/Å.

relative energy (zero: lowest compared OMol25 entry of this formula, charge and spin): 0.0 kcal/mol
strongest force on any atom: 0.101 hartree/bohr
charge: -2
HOMO energy: -0.007 Ha
HOMO-LUMO gap: 4.996 eV